#A
{
  "formula": "H38O19",
  "method": "the ωB97M-V functional and the def2-TZVPD basis",
  "elements": ["O", "O", "H", "H", "H", "H", "O", "H", "H", "O", "H", "O", "O", "H", "H", "O", "O", "H", "H", "H", "O", "O", "H", "H", "H", "O", "H", "H", "O", "H", "H", "H", "H", "O", "H", "H", "H", "H", "O", "H", "H", "H", "H", "H", "H", "O", "H", "H", "O", "H", "O", "O", "H", "H", "H", "O", "H"],
  "coordinates": [[-2.510, -3.518, -1.292], [0.076, -0.768, 5.065], [-3.380, -3.184, -1.464], [-2.791, -0.664, 1.734], [0.176, -2.587, 4.163], [0.058, 0.797, 1.184], [2.053, 3.414, 0.132], [2.794, 2.743, -0.063], [-2.446, -2.904, 0.837], [-1.869, -2.287, 1.448], [0.310, 3.907, 2.442], [-1.547, 3.592, -1.547], [-0.136, 1.549, -2.895], [1.810, -2.995, -2.881], [2.718, 2.608, -3.467], [-0.413, 1.457, 0.608], [3.861, 1.080, 0.928], [-1.484, 3.685, -0.587], [1.581, 3.541, -0.825], [-2.535, -4.229, -0.584], [-0.052, -1.903, -1.426], [2.021, -3.665, -2.292], [1.647, -1.602, 0.131], [-3.440, 0.199, -1.092], [-2.135, -1.300, -3.566], [-3.026, 0.145, 1.318], [0.878, -3.581, 3.113], [3.885, 0.431, 0.155], [2.079, -0.188, -2.005], [2.463, 1.004, 1.909], [2.513, 0.163, -2.823], [4.347, 1.944, 0.718], [-1.162, 4.015, 2.172], [1.615, 0.937, 2.345], [1.217, -2.846, 0.900], [-2.300, 0.707, 1.584], [-0.740, -0.191, 5.297], [-1.125, -2.160, -1.360], [0.102, -3.187, 3.441], [1.639, -0.044, 2.612], [-0.888, 1.948, -3.633], [1.123, -0.159, -2.120], [-2.221, 2.893, -1.508], [-1.196, -2.749, 2.061], [-2.060, 0.315, -3.337], [-2.098, -0.400, -3.995], [1.361, 2.141, -2.818], [-2.228, -0.443, -0.550], [-2.731, -0.292, -1.356], [0.022, -1.427, -0.513], [2.374, 2.253, -2.683], [-0.561, 3.639, 2.770], [1.432, -3.593, -1.583], [-0.343, 2.154, 1.187], [0.714, 0.076, 5.005], [1.252, -1.926, 1.059], [-0.701, 1.457, -2.054]],
  "lowdin_charge": [-0.057, -0.135, 0.047, -0.019, -0.002, 0.046, -0.154, 0.023, 0.082, -0.126, 0.052, -0.051, -0.148, -0.014, 0.010, -0.049, -0.092, 0.032, 0.101, 0.093, -0.162, -0.015, 0.107, -0.003, 0.049, -0.050, 0.023, 0.102, -0.090, -0.031, 0.058, 0.103, 0.004, -0.084, 0.009, 0.015, 0.091, 0.094, -0.015, 0.071, 0.195, -0.008, 0.039, 0.051, -0.021, -0.102, 0.026, 0.010, -0.024, 0.047, -0.097, -0.023, -0.032, -0.063, 0.114, -0.084, 0.054],
  "charge": 0,
  "mol_weight_da": 342.29,
  "e_homo_ha": -0.375,
  "orbital_gap_ev": 10.05
}



#B
{
  "formula": "H38O19",
  "method": "the ωB97M-V functional and the def2-TZVPD basis",
  "elements": ["H", "H", "H", "H", "H", "H", "O", "H", "H", "O", "O", "O", "O", "H", "H", "H", "H", "H", "H", "H", "H", "O", "H", "H", "H", "O", "H", "H", "O", "H", "O", "O", "O", "H", "H", "H", "O", "O", "H", "O", "H", "H", "H", "H", "O", "H", "H", "O", "H", "O", "H", "H", "O", "O", "H", "H", "H"],
  "coordinates": [[-2.669, -1.133, -2.785], [1.316, 0.456, 3.783], [-0.900, 0.205, -0.282], [-3.041, -1.700, -1.445], [-0.705, 1.449, 2.162], [-0.239, 0.046, 2.405], [2.054, 3.292, -0.512], [-0.206, 1.378, -3.918], [-0.503, -2.502, -4.475], [-1.707, -2.597, 4.256], [3.675, -2.073, 0.946], [-3.785, 2.383, -2.119], [-0.939, 0.901, -3.503], [-2.111, 3.392, 2.761], [0.965, 0.869, 0.651], [2.221, 2.741, -2.438], [-1.749, -3.359, 3.659], [1.610, 1.838, 3.504], [1.572, 3.760, -1.209], [3.875, -2.101, 1.891], [-0.745, -2.526, 2.690], [1.997, 0.971, 3.331], [3.683, -1.840, -2.345], [-0.984, 1.407, -2.679], [-2.611, -2.289, 4.103], [-0.616, 0.815, 2.902], [0.620, -4.456, -0.425], [1.659, -0.468, 1.167], [3.079, -2.123, -3.042], [1.519, -3.413, -1.178], [0.819, -3.516, -0.525], [-1.402, -0.485, -0.709], [-2.170, 2.666, 2.139], [0.209, -1.871, 1.714], [-4.107, 2.787, -1.306], [2.747, 3.910, -0.246], [-3.422, -1.510, -2.307], [1.254, 0.075, -1.982], [2.197, -1.751, -2.946], [-0.355, -1.621, -4.123], [-2.438, 1.860, 2.606], [4.094, -2.861, 0.590], [-0.887, -0.976, -4.597], [-3.475, 1.505, -1.864], [1.487, 2.640, -3.081], [0.402, -0.370, -2.210], [1.041, 4.517, 2.810], [0.812, -0.032, 0.964], [-0.985, -1.353, -0.634], [-2.612, -1.339, 1.829], [1.409, 1.678, -2.884], [1.119, -0.213, -1.058], [0.847, 3.658, 2.414], [0.142, -2.635, 2.281], [1.337, 3.701, 1.575], [-2.646, -0.494, 2.304], [-1.755, -1.292, 1.390]],
  "lowdin_charge": [0.003, 0.030, 0.028, 0.008, 0.017, 0.014, -0.049, 0.043, 0.051, -0.056, -0.052, -0.056, -0.055, 0.050, 0.077, 0.025, 0.048, 0.009, 0.050, 0.049, -0.010, -0.074, 0.034, 0.045, 0.048, -0.106, 0.050, 0.081, -0.060, 0.019, -0.051, -0.038, -0.061, -0.032, 0.033, 0.065, -0.059, -0.074, -0.009, -0.050, 0.034, 0.038, 0.028, 0.015, -0.092, 0.031, 0.055, -0.074, 0.055, -0.046, 0.002, 0.025, -0.044, -0.053, 0.016, 0.038, -0.009],
  "charge": 0,
  "mol_weight_da": 342.29,
  "e_homo_ha": -0.393,
  "orbital_gap_ev": 10.44
}



#B is favored, and the nearest alternative lies 0.0580 hartree above it.



#A
{
  "formula": "C5H10NO",
  "method": "the ωB97M-V functional and the def2-TZVPD basis",
  "elements": ["C", "C", "H", "H", "N", "H", "H", "O", "H", "H", "H", "C", "C", "H", "H", "C", "H"],
  "coordinates": [[0.552, -0.629, -0.484], [1.765, -0.125, -0.256], [0.760, -1.727, -2.201], [2.462, -0.083, -1.118], [0.289, -0.873, -1.942], [0.655, -0.049, -2.527], [-2.027, 0.429, 1.942], [0.432, 1.921, 0.509], [-0.719, -1.001, -2.183], [2.040, 0.267, 0.791], [0.038, -0.863, 1.655], [-0.507, -0.774, 0.621], [-0.415, 1.670, 1.340], [-1.324, -1.530, 0.458], [-0.621, 2.282, 2.220], [-1.348, 0.500, 1.016], [-2.032, 0.585, 0.159]],
  "lowdin_charge": [-0.297, 0.089, 0.161, 0.103, 0.222, 0.212, 0.142, 0.018, 0.188, 0.131, 0.159, -0.129, -0.211, 0.129, 0.129, -0.159, 0.113],
  "charge": 1,
  "mol_weight_da": 100.14,
  "e_homo_ha": -0.487,
  "orbital_gap_ev": 9.42
}



#B
{
  "formula": "C5H10NO",
  "method": "the ωB97M-V functional and the def2-TZVPD basis",
  "elements": ["H", "H", "N", "H", "H", "C", "H", "C", "O", "H", "H", "H", "H", "C", "H", "C", "C"],
  "coordinates": [[2.769, -1.279, -0.656], [-2.633, -0.334, 1.784], [-0.127, -0.807, -2.791], [-0.484, -1.522, 0.738], [1.482, -2.327, -0.125], [1.944, -1.314, -0.036], [1.227, 0.625, -0.375], [0.886, -0.339, -0.263], [0.497, -0.394, -3.644], [-2.251, 1.336, 2.104], [-1.206, 1.209, -0.354], [0.361, -0.398, -1.548], [2.271, -1.265, 1.004], [-1.356, 0.451, 0.371], [-3.412, 0.930, 0.799], [-2.469, 0.508, 1.307], [-0.405, -0.486, 0.395]],
  "lowdin_charge": [0.068, 0.025, 0.195, 0.143, 0.115, -0.054, 0.109, -0.193, 0.176, 0.153, 0.121, 0.106, 0.119, -0.086, 0.131, -0.047, -0.081],
  "charge": 1,
  "mol_weight_da": 100.14,
  "e_homo_ha": [-0.507, -0.504],
  "orbital_gap_ev": [7.06, 7.67]
}



#A is favored, and the nearest alternative lies 0.1224 hartree above it.



#A
{
  "formula": "C5H10NO",
  "method": "the ωB97M-V functional and the def2-TZVPD basis",
  "elements": ["H", "C", "C", "O", "H", "C", "H", "C", "H", "H", "N", "H", "H", "H", "H", "C", "H"],
  "coordinates": [[1.535, -0.170, 1.526], [-1.805, -0.294, -0.998], [-0.296, -0.020, -0.724], [-2.618, 0.034, -0.195], [0.629, 0.932, 2.580], [0.154, 1.354, -0.364], [-2.031, -0.770, -1.915], [0.559, 0.112, 1.808], [1.818, -0.722, -1.443], [-1.357, 0.790, 0.963], [-0.317, 0.477, 0.682], [1.261, 1.458, -0.436], [0.460, -0.802, 2.439], [1.048, -1.760, -0.223], [-0.471, 2.165, -0.597], [0.873, -1.133, -1.131], [0.558, -1.653, -1.972]],
  "lowdin_charge": [0.074, -0.116, -0.224, 0.120, 0.132, 0.017, 0.133, 0.000, 0.080, 0.230, -0.072, 0.163, 0.122, 0.100, 0.129, 0.063, 0.052],
  "charge": 1,
  "mol_weight_da": 100.14,
  "e_homo_ha": -0.565,
  "orbital_gap_ev": 11.43
}



#B
{
  "formula": "C5H10NO",
  "method": "the ωB97M-V functional and the def2-TZVPD basis",
  "elements": ["H", "C", "H", "H", "O", "H", "H", "C", "H", "C", "H", "H", "H", "N", "C", "C", "H"],
  "coordinates": [[-1.402, 2.450, 0.461], [2.649, 0.322, -1.016], [-0.869, 1.918, 2.173], [2.673, 1.410, -0.920], [1.133, -1.001, 0.287], [2.655, -0.047, 1.163], [-1.103, -0.430, 1.506], [2.099, -0.280, 0.236], [-2.271, -1.389, -1.858], [-2.027, -1.153, -0.830], [-1.660, 0.775, -1.154], [3.695, 0.005, -1.111], [-2.032, -1.939, -0.081], [-1.723, 0.027, -0.466], [-1.189, 1.666, 1.176], [-1.325, 0.395, 0.852], [2.073, 0.008, -1.885]],
  "lowdin_charge": [0.087, -0.044, 0.090, 0.087, 0.004, 0.127, 0.126, -0.304, 0.130, 0.196, 0.184, 0.095, 0.135, 0.053, 0.110, -0.159, 0.081],
  "charge": 1,
  "mol_weight_da": 100.14,
  "e_homo_ha": -0.494,
  "orbital_gap_ev": 8.22
}



#C
{
  "formula": "C5H10NO",
  "method": "the ωB97M-V functional and the def2-TZVPD basis",
  "elements": ["H", "O", "C", "H", "N", "H", "C", "C", "H", "H", "C", "H", "H", "H", "H", "C", "H"],
  "coordinates": [[-2.325, 1.247, 0.211], [1.690, 0.408, 0.541], [1.280, 1.559, -0.149], [-2.530, -0.537, 0.587], [1.078, -1.834, -0.223], [2.034, 2.422, -0.178], [-0.687, 0.205, -0.366], [0.049, 1.485, -0.669], [1.772, -1.506, -0.967], [-0.563, 2.204, -1.188], [-1.869, 0.378, 0.586], [1.580, -2.367, 0.482], [0.435, -2.373, -0.824], [-0.871, -0.470, -1.139], [-1.628, 0.470, 1.554], [0.477, -0.592, 0.407], [0.076, -0.699, 1.334]],
  "lowdin_charge": [0.078, -0.062, -0.086, 0.122, 0.260, 0.165, -0.268, -0.040, 0.214, 0.120, -0.017, 0.176, 0.184, 0.113, 0.045, -0.121, 0.115],
  "charge": 1,
  "mol_weight_da": 100.14,
  "e_homo_ha": -0.480,
  "orbital_gap_ev": 9.20
}



#B is favored, and the nearest alternative lies 0.0222 hartree above it.



#A
{
  "formula": "C5H10NO",
  "method": "the ωB97M-V functional and the def2-TZVPD basis",
  "elements": ["H", "H", "H", "N", "H", "H", "H", "C", "H", "H", "C", "H", "C", "C", "H", "C", "O"],
  "coordinates": [[1.952, 1.108, -1.418], [0.275, 2.151, 1.027], [0.193, 1.756, -1.417], [-0.490, -0.381, 0.294], [2.037, 1.607, 1.027], [-3.075, 0.104, -0.172], [-3.748, -1.244, -1.095], [1.921, -0.916, 0.290], [1.815, -1.753, -0.536], [2.750, -0.280, 0.108], [-3.432, -0.882, -0.141], [1.999, -1.324, 1.238], [0.990, 1.314, -0.820], [1.035, 1.550, 0.548], [-3.549, -1.637, 0.596], [0.744, 0.064, 0.237], [-1.417, -1.237, 0.234]],
  "lowdin_charge": [0.167, 0.136, 0.130, 0.099, 0.153, 0.043, 0.053, 0.011, 0.149, 0.065, 0.297, 0.065, 0.019, -0.065, 0.062, -0.395, 0.009],
  "charge": 1,
  "mol_weight_da": 100.14,
  "e_homo_ha": [-0.498, -0.466],
  "orbital_gap_ev": [7.97, 6.98]
}



#B
{
  "formula": "C5H10NO",
  "method": "the ωB97M-V functional and the def2-TZVPD basis",
  "elements": ["C", "N", "H", "H", "H", "H", "H", "O", "H", "H", "C", "H", "C", "C", "H", "H", "C"],
  "coordinates": [[-0.925, -1.969, -0.521], [0.391, -0.346, -0.461], [-1.908, 1.565, -1.059], [0.342, 1.492, -0.763], [-1.015, 2.312, 0.924], [-1.584, -1.799, 0.397], [0.276, 1.418, 1.755], [-1.481, 0.766, -1.126], [0.698, -1.963, -2.018], [-1.348, 0.681, 1.755], [-0.334, 0.821, -0.345], [2.312, 0.309, 0.373], [-0.564, 1.287, 1.114], [1.678, -0.609, 0.279], [2.120, -1.456, -0.299], [1.315, -0.963, 1.271], [0.028, -1.546, -1.278]],
  "lowdin_charge": [0.342, -0.079, 0.074, 0.153, 0.112, 0.153, 0.064, 0.074, 0.139, 0.133, -0.483, 0.128, 0.003, 0.038, 0.108, 0.118, -0.077],
  "charge": 1,
  "mol_weight_da": 100.14,
  "e_homo_ha": [-0.524, -0.531],
  "orbital_gap_ev": [7.91, 8.63]
}



#B is favored, and the nearest alternative lies 0.0907 hartree above it.